# 1
A single C5H8N2 molecule, computed with ωB97M-V/def2-TZVPD.

Results
- total charge = 0
- ΔE to the lowest compared entry with this formula, charge and spin (kJ/mol) = 216.0
- E_LUMO (eV) = 0.9
- SMILES = N=C1CC2(CN2)C1

XYZ file:
```
15
C5H8N2 ωB97M-V/def2-TZVPD
N 0.134 -1.852 -2.025
C 0.295 -0.981 -1.127
C 0.468 -0.955 0.393
C 0.017 0.510 0.312
C -1.066 1.118 1.105
N 0.318 1.597 1.214
C 0.203 0.532 -1.207
H 0.186 -2.794 -1.632
H 1.524 -1.046 0.680
H -0.131 -1.655 0.985
H -1.485 0.531 1.921
H -1.760 1.819 0.644
H 0.752 1.252 2.067
H 1.152 0.993 -1.504
H -0.606 0.930 -1.825
```

These are the Mulliken partial charges, in e, on atoms 1 to 2: N -0.7036; C 0.2454

=====

# 2
A single C5H8N2 molecule in a non-equilibrium geometry, computed with ωB97M-V/def2-TZVPD.

Results
- total charge = 0
- ΔE to the lowest compared entry with this formula, charge and spin (kJ/mol) = 322.3
- E_LUMO (eV) = 0.9
- SMILES = NNC1C=CC=C1

XYZ file:
```
15
C5H8N2 ωB97M-V/def2-TZVPD
N 1.579 -0.645 -1.840
N 0.349 -0.161 -1.607
C -0.265 -0.403 -0.220
C 0.449 0.353 0.868
C -0.429 0.900 1.657
C -1.765 0.711 1.160
C -1.693 -0.016 0.050
H 1.665 -1.647 -1.954
H 2.305 -0.330 -1.099
H 0.382 0.922 -1.613
H -0.346 -1.426 0.166
H 1.562 0.435 1.048
H -0.159 1.578 2.363
H -2.662 0.947 1.743
H -2.406 -0.324 -0.614
```

These are the Mulliken partial charges, in e, on atoms 1 to 2: N -0.5251; N -0.2604

=====

# 3
2 unconnected molecules or ions with the total composition C5H8N2, computed with ωB97M-V/def2-TZVPD.

Results
- total charge = 0
- ΔE to the lowest compared entry with this formula, charge and spin (kJ/mol) = 484.9
- E_LUMO (eV) = 1.1
- SMILES = N[C@@H]1C=N1.C1=CC1

XYZ file:
```
15
C5H8N2 ωB97M-V/def2-TZVPD
N 1.914 0.139 -0.484
C 1.555 -0.299 0.824
C 0.533 0.337 1.604
N 1.680 0.620 2.038
H 2.924 0.149 -0.596
H 1.569 1.077 -0.664
H 1.808 -1.343 1.004
H -0.507 0.573 1.813
C -1.100 -0.856 -0.955
C -2.188 -0.660 -0.286
C -1.646 0.539 -1.007
H -0.287 -1.485 -1.283
H -2.973 -1.031 0.355
H -1.150 1.341 -0.445
H -2.132 0.899 -1.918
```

These are the Mulliken partial charges, in e, on atoms 1 to 2: N -0.5181; C -0.1149

=====

# 4
A single C5H8N2 molecule in a non-equilibrium geometry, computed with ωB97M-V/def2-TZVPD.

Results
- total charge = 0
- ΔE to the lowest compared entry with this formula, charge and spin (kJ/mol) = 233.2
- E_LUMO (eV) = 0.8
- SMILES = C[C@H]1CN1CC#N

XYZ file:
```
15
C5H8N2 ωB97M-V/def2-TZVPD
C 1.046 -0.966 1.032
C 0.956 -0.567 -0.446
C -0.239 -0.716 -1.445
N 0.106 0.503 -0.809
C -0.642 1.462 -0.078
C -1.660 1.004 0.898
N -2.487 0.709 1.651
H 0.102 -1.286 1.479
H 1.392 -0.092 1.606
H 1.803 -1.734 1.210
H 1.924 -0.558 -0.941
H -0.227 -0.587 -2.541
H -1.004 -1.432 -1.144
H 0.067 2.127 0.422
H -1.153 2.067 -0.832
```

These are the Mulliken partial charges, in e, on atoms 1 to 2: C -1.2145; C 0.0706

=====

# 5
A single C5H8N2 molecule in a non-equilibrium geometry, computed with ωB97M-V/def2-TZVPD.

Results
- total charge = 0
- ΔE to the lowest compared entry with this formula, charge and spin (kJ/mol) = 395.1
- E_LUMO (eV) = 0.3
- SMILES = CN/C=C(/C)C#N

XYZ file:
```
15
C5H8N2 ωB97M-V/def2-TZVPD
C -0.500 0.959 1.994
N 0.106 1.637 0.727
C -0.034 1.071 -0.531
C 0.163 -0.263 -0.779
C 0.622 -0.578 -2.138
C -0.054 -1.244 0.063
N -0.130 -2.210 0.751
H -1.379 0.420 1.775
H 0.234 0.227 2.190
H -0.669 1.713 2.665
H -0.806 2.465 0.505
H -0.371 1.775 -1.364
H 0.019 -1.569 -2.616
H 0.206 0.184 -2.989
H 1.746 -0.880 -2.168
```

These are the Mulliken partial charges, in e, on atoms 1 to 2: C -1.0347; N -0.3665

=====

# 6
2 unconnected molecules or ions with the total composition C5H8N2, computed with ωB97M-V/def2-TZVPD.

Results
- total charge = 0
- ΔE to the lowest compared entry with this formula, charge and spin (kJ/mol) = 531.5
- E_LUMO (eV) = 0.8

XYZ file:
```
15
C5H8N2 ωB97M-V/def2-TZVPD
C 1.021 1.201 1.188
C 1.219 0.627 -0.097
C 1.388 -0.773 0.142
N 0.267 -1.345 -0.204
C -0.677 -0.305 -0.544
N -1.918 -0.790 -1.035
C 0.120 0.782 -0.987
H 1.720 1.005 2.003
H 0.496 2.150 1.264
H -0.615 0.235 0.950
H 2.159 -1.273 0.719
H -0.016 -2.306 -0.075
H -2.667 -0.659 -0.366
H -2.157 -0.312 -1.894
H -0.341 1.763 -1.066
```

These are the Mulliken partial charges, in e, on atoms 1 to 2: C -0.9896; C 0.5093

=====

# 7
A single C5H8N2 molecule, computed with ωB97M-V/def2-TZVPD.

Results
- total charge = 0
- ΔE to the lowest compared entry with this formula, charge and spin (kJ/mol) = 390.7
- E_LUMO (spin up / spin down) (eV) = -0.1 / -0.1

XYZ file:
```
15
C5H8N2 ωB97M-V/def2-TZVPD
C -2.232 -0.430 0.143
N -0.897 -0.033 -0.294
C -0.161 -0.624 -1.352
C 1.102 -0.104 -1.411
C 1.928 0.272 0.908
C 1.060 0.830 -0.240
N -0.292 0.854 0.356
H -2.930 0.388 -0.042
H -2.185 -0.636 1.213
H -2.533 -1.323 -0.404
H -0.675 -1.387 -1.926
H 2.982 0.325 0.635
H 1.669 -0.779 1.074
H 1.750 0.831 1.830
H 1.358 1.861 -0.464
```

These are the Mulliken partial charges, in e, on atoms 1 to 2: C -0.7357; N 0.7258

=====

# 8
A single C5H8N2 molecule in a non-equilibrium geometry, computed with ωB97M-V/def2-TZVPD.

Results
- total charge = 0
- ΔE to the lowest compared entry with this formula, charge and spin (kJ/mol) = 121.4
- E_LUMO (eV) = 0.9
- SMILES = C[C@@]1(CC#N)CN1

XYZ file:
```
15
C5H8N2 ωB97M-V/def2-TZVPD
C 1.307 -0.701 0.183
C 0.063 0.030 -0.285
C -1.260 -0.557 0.186
C -1.380 -0.553 1.649
N -1.450 -0.542 2.803
C 0.124 1.487 -0.530
N -0.032 0.548 -1.646
H 1.151 -1.787 0.178
H 2.157 -0.476 -0.472
H 1.579 -0.406 1.203
H -1.364 -1.587 -0.173
H -2.083 0.020 -0.246
H 1.083 1.985 -0.392
H -0.746 2.107 -0.320
H 0.850 0.430 -2.136
```

These are the Mulliken partial charges, in e, on atoms 1 to 2: C -1.3549; C 0.9966